No. 1
This record from OMol25 describes C5H9N3 as an isolated structure in a non-equilibrium geometry. The level of theory is ωB97M-V with the def2-TZVPD basis set.

Each line ends with the natural charge from an NBO analysis.
Atoms and positions in Å:
C: 0.1963 -1.4383 -1.1401  -0.471
C: 1.3525 -0.6933 -1.4039  -0.282
N: -0.5257 -0.3498 1.2650  -0.502
C: -0.6527 0.1157 -0.1193  0.343
N: -1.1480 0.4746 2.2098  -0.652
N: -1.7868 0.4672 -0.6624  -0.621
C: 0.4832 1.0612 -0.4042  -0.089
C: 1.0840 2.1222 -0.3556  -0.213
H: 0.4297 -0.6036 1.5051  0.348
H: -0.5399 1.1287 2.6985  0.343
H: -1.6364 -0.0680 2.9009  0.354
H: -2.4862 -0.2550 -0.4859  0.334
H: -0.5108 -1.5827 -1.9449  0.225
H: 0.2452 -2.2605 -0.4357  0.227
H: 2.2403 -0.8310 -0.8012  0.205
H: 1.5032 -0.2226 -2.3659  0.216
H: 1.7522 2.9353 -0.4602  0.235

Output
E_HOMO (spin up / spin down)   -0.3054 / -0.3054 Eh
Kohn-Sham gap (spin up / spin down)   8.103 / 8.104 eV
Energy   -359.92900 Eh
Lowest unoccupied orbital energy (spin up / spin down)   -0.2 / -0.2 eV
Energy above the lowest of the compared OMol25 structures with the same formula, charge and spin   704.3 kJ/mol

---

No. 2
This record from OMol25 describes one molecule with the formula C5H9N3 in a non-equilibrium geometry. The level of theory is ωB97M-V with the def2-TZVPD basis set.

Each line ends with the natural charge from an NBO analysis.
Atoms and positions in Å:
C: 0.9784 -0.7386 1.3267  -0.004
N: 0.2168 -1.7253 1.0971  -0.225
N: -0.8534 -1.8269 0.2904  -0.413
C: -1.2120 -0.8437 -0.7043  -0.232
C: -0.6978 0.5163 -0.2112  -0.075
C: -0.2076 1.6284 -1.1149  -0.239
N: 0.6306 0.6009 -0.5283  -0.445
C: 1.6000 0.5499 0.4664  -0.254
H: 1.5379 -0.9012 2.2459  0.169
H: -1.0548 -2.7004 0.2385  0.366
H: -0.9226 -1.0736 -1.7246  0.196
H: -2.3598 -0.8197 -0.5804  0.187
H: -1.0496 0.8034 0.7447  0.193
H: -0.3904 1.7228 -2.1736  0.214
H: -0.4425 2.5587 -0.4181  0.179
H: 1.5322 1.6034 1.0562  0.158
H: 2.6945 0.6456 -0.0103  0.225

Output
E_HOMO   -0.2992 Eh
Kohn-Sham gap   9.262 eV
SMILES   C1=NNC[C@@H]2CN2C1
Energy   -359.98603 Eh
Lowest unoccupied orbital energy   1.1 eV
Energy above the lowest of the compared OMol25 structures with the same formula, charge and spin   554.6 kJ/mol

---

No. 3
This record from OMol25 describes one molecule with the formula C5H9N3O in a non-equilibrium geometry. The level of theory is ωB97M-V with the def2-TZVPD basis set.

Each line ends with the natural charge from an NBO analysis.
Atoms and positions in Å:
C: -0.8963 3.2712 1.4276  -0.619
C: -1.2608 1.5927 1.3970  -0.255
N: -0.3196 1.2418 0.1498  -0.467
C: -0.1871 0.0779 -0.1399  0.645
N: -0.5941 -1.1382 0.4431  -0.531
N: 0.5098 -2.2301 0.1949  -0.306
C: 1.0774 -2.3162 -0.9083  0.055
C: 1.1367 -1.1968 -1.8104  -0.103
O: 0.6405 -0.0615 -1.1820  -0.495
H: -1.8270 3.9019 0.8193  0.202
H: -1.1825 3.5664 2.4852  0.186
H: 0.1736 3.6665 1.2455  0.232
H: -2.4549 1.5506 1.3691  0.220
H: -0.7335 1.2065 2.1810  0.179
H: -0.4173 -1.4425 1.5903  0.438
H: 1.7257 -3.2753 -1.2362  0.206
H: 2.3021 -1.1418 -1.5549  0.209
H: 0.8982 -1.2271 -2.7549  0.203

Output
E_HOMO   -0.3438 Eh
Kohn-Sham gap   9.967 eV
SMILES   CC/N=C1\NN=CCO1
Energy   -435.18346 Eh
Lowest unoccupied orbital energy   0.6 eV
Energy above the lowest of the compared OMol25 structures with the same formula, charge and spin   720.1 kJ/mol

---

No. 4
This record from OMol25 describes one molecule with the formula C5H9N3O in a non-equilibrium geometry. The level of theory is ωB97M-V with the def2-TZVPD basis set.

Each line ends with the natural charge from an NBO analysis.
Atoms and positions in Å:
C: 2.0278 -0.1130 0.2288  0.190
N: 1.7296 -1.3440 0.2239  -0.105
O: 0.6712 -1.6992 -0.5978  -0.413
C: -0.7124 -1.3446 -0.1869  0.076
C: -0.7861 -0.5561 1.0848  -0.463
C: -0.8720 0.7893 0.2855  -0.056
C: -1.1675 -0.1262 -0.9600  -0.457
N: 0.3812 1.5869 0.1462  -0.466
N: 1.3855 0.8635 -0.5562  -0.535
H: 2.8107 0.1854 0.9348  0.178
H: -1.2948 -2.2722 -0.2329  0.197
H: -1.7785 -0.7106 1.5601  0.226
H: -0.0269 -0.6828 1.8914  0.239
H: -1.7083 1.4319 0.5682  0.205
H: -0.5635 0.1604 -1.9041  0.244
H: -2.2569 -0.0918 -1.1531  0.213
H: 0.0369 2.3545 -0.4879  0.355
H: 2.1240 1.5684 -0.8449  0.373

Output
E_HOMO   -0.3095 Eh
Kohn-Sham gap   9.241 eV
SMILES   C1=N\O[C@H]2C[C@H](C2)NN/1
Energy   -435.25810 Eh
Lowest unoccupied orbital energy   0.8 eV
Energy above the lowest of the compared OMol25 structures with the same formula, charge and spin   524.1 kJ/mol

---

No. 5
This record from OMol25 describes a 2-piece molecular cluster, C5H9N3O2 overall in a non-equilibrium geometry. The level of theory is ωB97M-V with the def2-TZVPD basis set.

Each line ends with the natural charge from an NBO analysis.
Atoms and positions in Å:
O: 1.3856 -0.4405 1.0764  -0.548
C: 0.2435 -0.4666 0.6069  0.620
C: -0.5793 -1.6122 0.2345  -0.392
C: -1.7648 -1.5693 -0.4235  0.065
N: -2.2876 -0.3601 -0.7081  -0.619
C: -1.7829 0.8765 -0.1037  0.787
O: -2.2896 2.0384 -0.0746  -0.594
N: -0.5983 0.6540 0.6618  -0.638
H: -0.2412 -2.6749 0.3110  0.240
H: -2.2599 -2.4797 -0.6489  0.227
H: -3.3845 -0.4054 -0.6097  0.422
H: -0.3313 1.5635 0.9963  0.434
C: 3.2541 1.0356 -0.4760  -0.423
N: 3.1139 -0.4509 -0.5034  -0.817
H: 4.2914 1.2934 -0.6111  0.188
H: 2.6855 1.5212 -1.2630  0.162
H: 3.0095 1.3913 0.5319  0.199
H: 2.1219 -0.6546 -0.5127  0.351
H: 3.5206 -0.8233 -1.3887  0.334

Output
E_HOMO   -0.3189 Eh
Kohn-Sham gap   8.826 eV
SMILES   O=c1cc[nH]c(=O)[nH]1.CN
Energy   -510.63408 Eh
Lowest unoccupied orbital energy   0.1 eV
Energy above the lowest of the compared OMol25 structures with the same formula, charge and spin   146.7 kJ/mol

---

No. 6
This record from OMol25 describes a 2-piece molecular cluster, C5H9N3O2 overall in a non-equilibrium geometry. The level of theory is ωB97M-V with the def2-TZVPD basis set.

Each line ends with the natural charge from an NBO analysis.
Atoms and positions in Å:
C: 0.2438 -0.5675 -1.9519  -0.651
C: -0.4813 0.5626 1.6168  -0.257
C: -1.8628 0.3000 0.9268  -0.227
C: 4.1847 -0.7286 0.8622  -0.083
C: -0.1091 -0.1632 -0.5658  0.328
N: 0.5019 0.1447 0.5732  0.105
N: -1.4167 -0.2427 -0.2887  -0.602
N: 4.1830 -0.4498 -0.2729  0.234
O: 4.1252 -0.2880 -1.4110  -0.392
O: 1.6854 0.2068 0.8350  -0.600
H: 0.8866 0.1857 -2.4084  0.247
H: -0.7031 -0.5829 -2.4638  0.214
H: -0.3348 1.6285 1.7430  0.207
H: -0.1614 0.0016 2.4146  0.217
H: -2.3860 -0.5622 1.5440  0.186
H: -2.6487 1.1384 0.8336  0.208
H: 4.8282 -1.0032 1.6961  0.240
H: 0.8457 -1.4902 -1.8772  0.254
H: -1.9291 -0.0675 -1.1330  0.372

Output
E_HOMO   -0.2499 Eh
Kohn-Sham gap   7.542 eV
Energy   -510.42898 Eh
Lowest unoccupied orbital energy   0.7 eV
Energy above the lowest of the compared OMol25 structures with the same formula, charge and spin   685.2 kJ/mol

---

No. 7
This record from OMol25 describes a 2-piece molecular cluster, C5H9N3O2 overall in a non-equilibrium geometry. The level of theory is ωB97M-V with the def2-TZVPD basis set.

Each line ends with the natural charge from an NBO analysis.
Atoms and positions in Å:
O: -0.8870 -1.3425 -0.1581  -0.594
C: 0.2577 -0.8851 0.0065  0.635
C: 1.4642 -1.7082 0.0786  -0.408
C: 2.6525 -1.0240 0.0495  0.086
N: 2.7876 0.2998 0.0616  -0.590
C: 1.6688 1.1272 -0.0301  0.778
O: 1.8690 2.3320 -0.0045  -0.611
N: 0.5000 0.4700 -0.0795  -0.625
H: 1.5862 -2.7822 0.0414  0.249
H: 3.6003 -1.5806 -0.0703  0.215
H: 3.6447 0.7636 0.1108  0.427
H: -0.3122 1.0624 -0.1163  0.439
C: -3.6940 -0.2275 0.0453  -0.405
N: -4.6818 0.7904 0.0537  -0.839
H: -2.9651 -0.0562 0.8864  0.184
H: -4.0531 -1.2808 0.1399  0.165
H: -3.0851 -0.1094 -0.8388  0.197
H: -5.2720 0.8412 -0.8104  0.350
H: -5.3348 0.6097 0.8094  0.346

Output
E_HOMO   -0.3259 Eh
Kohn-Sham gap   9.378 eV
SMILES   O=c1cc[nH]c(=O)[nH]1.CN
Energy   -510.68995 Eh
Lowest unoccupied orbital energy   0.5 eV
Energy above the lowest of the compared OMol25 structures with the same formula, charge and spin   0.0 kJ/mol

---

No. 8
This record from OMol25 describes C5H9N3O2 as an isolated structure in a non-equilibrium geometry. The level of theory is ωB97M-V with the def2-TZVPD basis set.

Each line ends with the natural charge from an NBO analysis.
Atoms and positions in Å:
C: 0.8339 -2.2155 -0.2960  -0.244
C: 1.8347 -2.1139 0.8536  -0.158
C: 3.2006 -2.5732 0.3718  0.145
O: 3.7882 -1.7170 -0.4173  -0.692
N: -0.5289 -1.9879 0.1487  -0.169
C: -1.2480 -0.8470 0.1134  -0.098
C: -2.4393 -1.1832 0.7213  -0.118
N: -2.4015 -2.5072 1.0092  -0.239
N: -1.2387 -2.9810 0.6747  -0.071
H: 1.0538 -1.4874 -1.0827  0.231
H: 0.8743 -3.2049 -0.7674  0.239
H: 2.9250 -2.1063 1.7284  0.211
H: 3.2992 -3.6421 0.1163  0.223
H: 1.4740 -2.8068 1.6339  0.219
H: -0.8234 0.0939 -0.2203  0.220
H: -3.3235 -0.5788 0.8980  0.223
O: 2.2316 -0.0912 0.7887  -0.965
H: 1.4063 0.3743 0.6362  0.487
H: 3.2291 -0.4307 0.0114  0.555

Output
E_HOMO (spin up / spin down)   -0.3177 / -0.3177 Eh
Kohn-Sham gap (spin up / spin down)   7.810 / 7.812 eV
Energy   -510.38615 Eh
Lowest unoccupied orbital energy (spin up / spin down)   -0.8 / -0.8 eV
Energy above the lowest of the compared OMol25 structures with the same formula, charge and spin   797.6 kJ/mol

---

No. 9
This record from OMol25 describes one molecule with the formula C5H9N3O3S in a non-equilibrium geometry. The level of theory is ωB97M-V with the def2-TZVPD basis set.

Each line ends with the natural charge from an NBO analysis.
Atoms and positions in Å:
C: -0.5124 -1.7080 1.0903  -0.662
C: -0.6639 -0.7862 -0.1856  0.114
N: -0.5712 -1.4757 -1.3600  -0.859
N: 0.5885 0.3945 -0.0507  -0.185
C: 1.8985 0.0439 0.0535  -0.082
C: 2.6426 1.1940 0.0161  -0.320
C: 1.7183 2.2388 -0.0898  -0.064
N: 0.4422 1.6965 -0.2215  -0.333
S: -2.1370 0.2411 0.2445  2.350
O: -2.0549 0.8122 1.5136  -0.907
O: -3.2616 -0.6364 -0.0371  -0.921
O: -2.1291 1.4634 -0.8134  -0.867
H: -0.9599 -2.6223 0.5732  0.242
H: 0.5153 -1.8356 1.4657  0.236
H: -1.1517 -1.2706 1.8559  0.253
H: 0.2506 -2.0433 -1.5049  0.409
H: -1.2118 -1.1303 -2.1192  0.426
H: 2.0836 -0.9573 -0.0228  0.199
H: 3.7964 1.2442 0.1501  0.237
H: 2.0706 3.2193 -0.0323  0.217
H: -1.3531 1.9179 -0.5257  0.518

Output
E_HOMO   -0.3509 Eh
Kohn-Sham gap   10.120 eV
SMILES   C[C@](N)(n1cccn1)S(=O)(=O)O
Energy   -984.01232 Eh
Lowest unoccupied orbital energy   0.6 eV
Energy above the lowest of the compared OMol25 structures with the same formula, charge and spin   211.2 kJ/mol

---

No. 10
This record from OMol25 describes a 2-piece molecular cluster, C5H9N3O4 overall. The level of theory is ωB97M-V with the def2-TZVPD basis set.

Each line ends with the natural charge from an NBO analysis.
Atoms and positions in Å:
C: 2.0517 -1.7486 -1.0362  -0.614
C: 1.8921 -0.8283 0.1748  -0.046
C: 2.2412 -1.5400 1.4783  -0.613
N: 2.6834 0.3790 0.0127  -0.620
C: 2.1916 1.6424 -0.0546  0.534
O: 2.8643 2.6451 -0.1881  -0.608
H: 1.4226 -2.6418 -0.9372  0.214
H: 3.0951 -2.0765 -1.1273  0.206
H: 1.7682 -1.2328 -1.9587  0.220
H: 0.8621 -0.4939 0.2338  0.189
H: 1.6169 -2.4303 1.6191  0.213
H: 3.2896 -1.8636 1.4663  0.206
H: 2.1004 -0.8804 2.3313  0.218
H: 3.6924 0.2991 -0.0536  0.398
H: 1.0896 1.6700 0.0290  0.099
O: -3.4893 1.5677 0.5872  -0.516
C: -2.8996 0.6229 0.1810  0.914
O: -1.7753 0.6171 -0.5960  -0.322
N: -1.4416 -0.6977 -0.8272  0.116
N: -2.2444 -1.4436 -0.2692  0.132
O: -3.1972 -0.6931 0.3873  -0.320

Output
E_HOMO   -0.3588 Eh
Kohn-Sham gap   9.552 eV
SMILES   CC(C)NC=O.O=c1onno1
Energy   -661.07220 Eh
Lowest unoccupied orbital energy   -0.2 eV
Energy above the lowest of the compared OMol25 structures with the same formula, charge and spin   87.4 kJ/mol

---

Repeat the fourth record exactly.
This record from OMol25 describes one molecule with the formula C5H9N3O in a non-equilibrium geometry. The level of theory is ωB97M-V with the def2-TZVPD basis set.

Each line ends with the natural charge from an NBO analysis.
Atoms and positions in Å:
C: 2.0278 -0.1130 0.2288  0.190
N: 1.7296 -1.3440 0.2239  -0.105
O: 0.6712 -1.6992 -0.5978  -0.413
C: -0.7124 -1.3446 -0.1869  0.076
C: -0.7861 -0.5561 1.0848  -0.463
C: -0.8720 0.7893 0.2855  -0.056
C: -1.1675 -0.1262 -0.9600  -0.457
N: 0.3812 1.5869 0.1462  -0.466
N: 1.3855 0.8635 -0.5562  -0.535
H: 2.8107 0.1854 0.9348  0.178
H: -1.2948 -2.2722 -0.2329  0.197
H: -1.7785 -0.7106 1.5601  0.226
H: -0.0269 -0.6828 1.8914  0.239
H: -1.7083 1.4319 0.5682  0.205
H: -0.5635 0.1604 -1.9041  0.244
H: -2.2569 -0.0918 -1.1531  0.213
H: 0.0369 2.3545 -0.4879  0.355
H: 2.1240 1.5684 -0.8449  0.373

Output
E_HOMO   -0.3095 Eh
Kohn-Sham gap   9.241 eV
SMILES   C1=N\O[C@H]2C[C@H](C2)NN/1
Energy   -435.25810 Eh
Lowest unoccupied orbital energy   0.8 eV
Energy above the lowest of the compared OMol25 structures with the same formula, charge and spin   524.1 kJ/mol

---

What did the tenth record say?
This record from OMol25 describes a 2-piece molecular cluster, C5H9N3O4 overall. The level of theory is ωB97M-V with the def2-TZVPD basis set.

Each line ends with the natural charge from an NBO analysis.
Atoms and positions in Å:
C: 2.0517 -1.7486 -1.0362  -0.614
C: 1.8921 -0.8283 0.1748  -0.046
C: 2.2412 -1.5400 1.4783  -0.613
N: 2.6834 0.3790 0.0127  -0.620
C: 2.1916 1.6424 -0.0546  0.534
O: 2.8643 2.6451 -0.1881  -0.608
H: 1.4226 -2.6418 -0.9372  0.214
H: 3.0951 -2.0765 -1.1273  0.206
H: 1.7682 -1.2328 -1.9587  0.220
H: 0.8621 -0.4939 0.2338  0.189
H: 1.6169 -2.4303 1.6191  0.213
H: 3.2896 -1.8636 1.4663  0.206
H: 2.1004 -0.8804 2.3313  0.218
H: 3.6924 0.2991 -0.0536  0.398
H: 1.0896 1.6700 0.0290  0.099
O: -3.4893 1.5677 0.5872  -0.516
C: -2.8996 0.6229 0.1810  0.914
O: -1.7753 0.6171 -0.5960  -0.322
N: -1.4416 -0.6977 -0.8272  0.116
N: -2.2444 -1.4436 -0.2692  0.132
O: -3.1972 -0.6931 0.3873  -0.320

Output
E_HOMO   -0.3588 Eh
Kohn-Sham gap   9.552 eV
SMILES   CC(C)NC=O.O=c1onno1
Energy   -661.07220 Eh
Lowest unoccupied orbital energy   -0.2 eV
Energy above the lowest of the compared OMol25 structures with the same formula, charge and spin   87.4 kJ/mol

---

What is the formula in the fifth record?
C5H9N3O2

---

What is the energy above the lowest of the compared OMol25 structures with the same formula, charge and spin in the fifth record?
146.7 kJ/mol